(1)
{"formula": "C34H74NO7P2", "method": "ωB97M-V with the def2-TZVPD basis set", "molar_mass_g_mol": 670.914, "orbital_gap_ev": 7.64, "spin_multiplicity": 1, "e_homo_ev": -10.63, "total_charge": 1, "e_tot_ha": -2603.597854, "species": ["C", "O", "C", "C", "C", "C", "C", "C", "C", "C", "C", "P", "P", "N", "H", "H", "H", "H", "H", "H", "H", "H", "H", "H", "H", "H", "H", "H", "H", "H", "H", "H", "H", "H", "H", "H", "H", "H", "H", "H", "C", "C", "C", "O", "C", "H", "H", "H", "H", "H", "H", "H", "H", "C", "C", "C", "O", "C", "H", "H", "H", "H", "H", "H", "H", "H", "C", "C", "C", "O", "C", "H", "H", "H", "H", "H", "H", "H", "H", "C", "C", "C", "O", "C", "H", "H", "H", "H", "H", "H", "H", "H", "C", "C", "C", "O", "C", "H", "H", "H", "H", "H", "H", "H", "H", "C", "C", "C", "O", "C", "H", "H", "H", "H", "H", "H", "H", "H"], "positions_angstrom": [[5.17364, 3.97939, -2.72709], [4.58990, 3.52504, -1.51567], [5.01393, 2.24164, -1.10497], [4.35487, 1.12228, -1.89918], [4.55177, -0.25390, -1.24722], [3.40612, -1.25131, -1.44315], [2.01422, -0.70719, -1.13370], [0.94600, -1.79935, -1.11871], [-0.41195, -1.29594, -0.63775], [-0.96135, -0.16812, -1.53092], [-2.49376, -0.23781, -1.74488], [-3.34875, 1.24508, -1.17090], [-5.55739, 0.88174, -1.12699], [-6.24783, 0.75469, -2.47856], [5.73268, 4.90007, -2.54470], [4.39159, 4.18920, -3.46042], [5.85148, 3.23750, -3.15782], [6.10924, 2.17029, -1.16218], [4.74383, 2.15402, -0.04942], [4.75723, 1.10141, -2.91650], [3.29644, 1.37624, -1.99119], [5.46156, -0.70774, -1.64900], [4.73368, -0.12913, -0.17312], [3.58237, -2.11909, -0.80044], [3.40998, -1.64137, -2.46561], [1.73401, 0.04631, -1.87715], [2.02618, -0.18913, -0.16482], [1.27266, -2.61139, -0.46371], [0.85445, -2.23467, -2.12022], [-0.30518, -0.93040, 0.38733], [-1.13036, -2.11873, -0.59661], [-0.48305, -0.21176, -2.51111], [-0.67900, 0.80621, -1.11900], [-2.95240, -1.06319, -1.19236], [-2.75263, -0.34603, -2.80075], [-3.13838, 2.30949, -2.05423], [-2.78867, 1.64082, 0.04955], [-5.48259, -0.23616, -0.27931], [-5.98801, 1.88592, -0.23846], [-5.81993, 0.86068, -3.38283], [-3.42467, 0.31574, 3.22251], [-4.39755, -0.82796, 3.49493], [-4.58639, -1.42217, 2.10980], [-3.36026, -1.18212, 1.39117], [-2.52429, -0.32045, 2.17592], [-2.87363, 0.63099, 4.10657], [-3.94632, 1.18964, 2.81925], [-3.92424, -1.56179, 4.15210], [-5.33488, -0.51332, 3.95019], [-5.40769, -0.92588, 1.58022], [-4.79594, -2.49096, 2.12381], [-1.71874, -0.89180, 2.64516], [-2.05507, 0.40145, 1.50157], [3.94258, -5.89668, -3.89631], [2.48806, -5.96870, -4.35771], [1.80320, -5.06552, -3.34032], [2.76138, -4.06418, -2.98842], [4.05522, -4.43839, -3.47456], [4.65849, -6.16260, -4.67231], [4.10291, -6.55526, -3.04088], [2.38788, -5.55533, -5.36384], [2.08176, -6.97888, -4.36073], [1.51788, -5.62468, -2.44320], [0.91322, -4.56999, -3.73574], [4.31958, -3.80205, -4.32724], [4.78306, -4.26810, -2.68035], [2.88718, -2.48759, -6.95965], [2.38967, -2.05251, -5.58221], [3.43928, -1.01557, -5.20119], [3.86310, -0.40694, -6.41584], [3.39150, -1.16717, -7.53041], [2.11757, -2.94454, -7.58052], [3.71090, -3.19774, -6.85649], [1.40527, -1.58421, -5.66730], [2.32513, -2.86063, -4.85316], [4.29623, -1.49043, -4.70790], [3.05317, -0.24024, -4.53470], [2.58260, -0.61945, -8.02557], [4.21079, -1.28548, -8.23975], [6.20919, 9.17284, -2.63532], [4.95135, 8.50481, -2.08254], [4.42591, 7.78280, -3.31699], [5.57265, 7.42168, -4.08549], [6.72654, 8.10207, -3.58760], [6.93632, 9.43666, -1.86875], [5.94664, 10.07811, -3.18594], [5.21469, 7.78519, -1.30443], [4.22921, 9.20783, -1.66940], [3.78220, 8.43715, -3.91479], [3.86936, 6.87472, -3.07707], [7.37077, 7.38741, -3.06360], [7.28104, 8.50688, -4.43478], [-3.32704, -2.04698, 7.88060], [-4.30438, -3.19648, 8.11403], [-4.51859, -3.70344, 6.69430], [-3.29467, -3.46387, 5.99328], [-2.45046, -2.61211, 6.77285], [-2.75650, -1.77164, 8.76668], [-3.87749, -1.17800, 7.52220], [-3.85022, -3.97309, 8.73233], [-5.23307, -2.87725, 8.58580], [-5.32828, -3.15313, 6.20033], [-4.74341, -4.76933, 6.64239], [-1.61278, -3.19235, 7.17268], [-2.04312, -1.84150, 6.11294], [-7.50618, 1.52147, 7.81895], [-8.23996, 0.21510, 7.51864], [-7.16436, -0.57625, 6.78583], [-5.91346, -0.14758, 7.31862], [-6.10125, 1.02008, 8.12684], [-7.93948, 2.08353, 8.64446], [-7.49619, 2.16373, 6.93574], [-8.51276, -0.28788, 8.44800], [-9.14265, 0.34679, 6.92436], [-7.18712, -0.36439, 5.70943], [-7.25831, -1.65520, 6.92160], [-5.99871, 0.74805, 9.18187], [-5.31993, 1.73938, 7.87889]]}



(2)
{"formula": "C34H76ClN10O12", "method": "ωB97M-V with the def2-TZVPD basis set", "molar_mass_g_mol": 852.493, "orbital_gap_ev": 5.27, "spin_multiplicity": 1, "e_homo_ev": -3.87, "total_charge": -1, "e_tot_ha": -3251.777123, "species": ["C", "C", "C", "Cl", "C", "O", "O", "H", "H", "H", "H", "H", "H", "C", "O", "N", "C", "C", "H", "H", "H", "H", "H", "H", "H", "C", "O", "N", "C", "C", "H", "H", "H", "H", "H", "H", "H", "C", "O", "N", "C", "C", "H", "H", "H", "H", "H", "H", "H", "C", "O", "N", "C", "C", "H", "H", "H", "H", "H", "H", "H", "C", "O", "N", "C", "C", "H", "H", "H", "H", "H", "H", "H", "C", "O", "N", "C", "C", "H", "H", "H", "H", "H", "H", "H", "C", "O", "N", "C", "C", "H", "H", "H", "H", "H", "H", "H", "C", "O", "N", "C", "C", "H", "H", "H", "H", "H", "H", "H", "C", "O", "N", "C", "C", "H", "H", "H", "H", "H", "H", "H", "C", "O", "N", "C", "C", "H", "H", "H", "H", "H", "H", "H"], "positions_angstrom": [[6.35991, -1.97109, 5.56442], [5.31081, -0.84796, 5.16663], [4.13256, -1.55486, 4.39767], [3.68638, -0.62538, 2.87034], [2.87027, -1.80124, 5.31790], [2.50695, -0.96075, 6.16354], [2.25123, -2.92052, 5.16661], [5.98092, -2.43453, 6.51553], [7.40174, -1.58440, 5.69045], [6.42468, -2.79094, 4.80011], [4.93188, -0.35776, 6.10197], [5.85095, -0.10996, 4.51368], [4.44118, -2.56592, 4.03368], [2.30436, -0.02068, 0.11168], [2.88577, 0.96924, 0.51149], [1.91494, -0.23745, -1.16976], [1.22512, -1.44864, -1.56687], [2.19680, 0.77071, -2.17290], [2.04163, -0.84929, 0.78848], [1.81702, -1.96570, -2.32622], [0.25714, -1.18760, -1.97957], [1.08374, -2.11029, -0.71079], [3.27586, 0.93397, -2.22767], [1.71772, 1.70969, -1.88613], [1.82359, 0.45114, -3.14517], [-1.17924, -1.87568, -3.96504], [-0.18611, -1.16998, -4.01623], [-1.43097, -2.92105, -4.78173], [-2.63299, -3.71882, -4.66155], [-0.46211, -3.25362, -5.81036], [-1.97182, -1.70694, -3.21830], [-2.35412, -4.75611, -4.46072], [-3.19243, -3.66758, -5.59812], [-3.26167, -3.35304, -3.84958], [0.49873, -3.47844, -5.34246], [-0.33179, -2.39718, -6.47531], [-0.79732, -4.11550, -6.38567], [-3.94604, 1.17243, -2.44908], [-3.77616, 0.34621, -3.33225], [-2.99643, 1.99483, -1.96169], [-3.26983, 2.95659, -0.90584], [-1.65335, 1.91762, -2.50979], [-4.92650, 1.31166, -1.96596], [-3.05889, 3.95557, -1.27267], [-2.62728, 2.73868, -0.05118], [-4.31302, 2.90389, -0.59287], [-1.68801, 2.12459, -3.58147], [-1.25926, 0.90964, -2.36440], [-1.00286, 2.63911, -2.01780], [9.08511, 0.95509, 6.19547], [9.39872, -0.17218, 6.52864], [8.28587, 1.78100, 6.90485], [7.95310, 3.11334, 6.44382], [7.74271, 1.31595, 8.16863], [9.44217, 1.40329, 5.25149], [8.29581, 3.84481, 7.18030], [6.87000, 3.19340, 6.32861], [8.42919, 3.32179, 5.48616], [8.56380, 1.06389, 8.84321], [7.14603, 0.41838, 7.99598], [7.12095, 2.08704, 8.62034], [-1.87521, 6.47552, 0.17479], [-1.94573, 5.28423, -0.05223], [-2.85621, 7.37414, -0.07988], [-2.70446, 8.78332, 0.21730], [-4.09905, 6.90672, -0.66996], [-0.97513, 6.93033, 0.62145], [-3.48011, 9.08766, 0.92434], [-2.80826, 9.35909, -0.70573], [-1.72651, 8.98368, 0.65374], [-4.55531, 6.16451, -0.01210], [-3.88781, 6.43456, -1.63125], [-4.78627, 7.73884, -0.81476], [-7.30569, 2.54297, -1.15173], [-6.74555, 3.55517, -1.53238], [-8.56570, 2.17962, -1.47544], [-9.16750, 0.95534, -0.98199], [-9.34154, 3.04261, -2.34458], [-6.80444, 1.81896, -0.48745], [-9.44292, 0.32550, -1.83171], [-10.06100, 1.20658, -0.40778], [-8.47312, 0.40999, -0.34371], [-8.82243, 3.15499, -3.29875], [-9.43779, 4.02792, -1.88310], [-10.33046, 2.61944, -2.51293], [11.44254, -0.29215, 2.03748], [10.43228, -0.94040, 1.86065], [12.08606, -0.15339, 3.22186], [13.29019, 0.63869, 3.35110], [11.55119, -0.82065, 4.40052], [11.93317, 0.25469, 1.21287], [14.10441, 0.00124, 3.70528], [13.11760, 1.44137, 4.07275], [13.57116, 1.07577, 2.39289], [11.51710, -1.89651, 4.21812], [10.53969, -0.46826, 4.58567], [12.17360, -0.61596, 5.26993], [-11.20440, 3.98254, 1.09581], [-11.27721, 2.78927, 0.87246], [-12.18057, 4.88397, 0.83921], [-12.02187, 6.29424, 1.13305], [-13.42468, 4.42224, 0.25118], [-10.30308, 4.43555, 1.54084], [-12.79573, 6.60382, 1.83933], [-12.12308, 6.86788, 0.20880], [-11.04296, 6.49098, 1.56865], [-13.88405, 3.68422, 0.91149], [-13.21558, 3.94676, -0.70910], [-14.10750, 5.25753, 0.10470], [3.56332, -4.33548, -3.63692], [3.04550, -4.74654, -4.66010], [4.10530, -5.10919, -2.66936], [4.70454, -4.54164, -1.47470], [4.08624, -6.55010, -2.83111], [3.63018, -3.25780, -3.41463], [5.75343, -4.84188, -1.42130], [4.17515, -4.91353, -0.59506], [4.64608, -3.45401, -1.49099], [4.62195, -6.81828, -3.74420], [3.05241, -6.88965, -2.92244], [4.55573, -7.03330, -1.97586], [-2.55770, -7.80532, -5.64633], [-2.91450, -6.91728, -6.39528], [-3.18028, -8.15094, -4.49413], [-2.69493, -9.22364, -3.64917], [-4.37105, -7.42295, -4.09406], [-1.66584, -8.41905, -5.85691], [-3.47074, -9.98745, -3.55611], [-2.45839, -8.82395, -2.66048], [-1.79928, -9.67566, -4.07387], [-5.13230, -7.52163, -4.87047], [-4.12669, -6.36536, -3.97978], [-4.75525, -7.81302, -3.15300]]}



(3)
{"formula": "C34H76F8N3O15S", "method": "ωB97M-V with the def2-TZVPD basis set", "molar_mass_g_mol": 951.039, "orbital_gap_ev": 7.96, "spin_multiplicity": 1, "e_homo_ev": -10.87, "total_charge": 1, "e_tot_ha": -3829.987737, "relative_energy_kj_mol": 1721.7, "species": ["C", "C", "O", "O", "C", "C", "C", "C", "O", "C", "C", "C", "O", "C", "C", "F", "F", "C", "F", "F", "C", "F", "F", "C", "F", "F", "C", "C", "C", "C", "C", "C", "C", "C", "S", "C", "N", "N", "C", "O", "N", "H", "H", "H", "H", "H", "H", "H", "H", "H", "H", "H", "H", "H", "H", "H", "H", "H", "H", "H", "H", "H", "H", "H", "H", "H", "H", "H", "H", "H", "H", "H", "H", "H", "H", "H", "H", "C", "O", "H", "H", "H", "H", "C", "O", "H", "H", "H", "H", "C", "O", "H", "H", "H", "H", "C", "O", "H", "H", "H", "H", "C", "O", "H", "H", "H", "H", "C", "O", "H", "H", "H", "H", "C", "O", "H", "H", "H", "H", "C", "O", "H", "H", "H", "H", "C", "O", "H", "H", "H", "H", "C", "O", "H", "H", "H", "H"], "positions_angstrom": [[2.80517, -4.50076, 1.75835], [1.26387, -5.08116, 1.52391], [0.63193, -5.66841, 2.56839], [0.58080, -5.02024, 0.19576], [-0.61133, -4.14530, 0.26648], [-0.75192, -3.32386, -1.14588], [-2.10168, -2.33782, -1.20681], [-2.00863, -1.18627, -0.04542], [-3.04394, -0.14817, -0.10106], [-3.25166, 0.38961, -1.44840], [-4.81378, -0.03423, -1.87233], [-5.94599, 0.67105, -0.87959], [-5.71156, 2.09873, -0.62677], [-6.79350, 2.73527, 0.12784], [-7.00205, 2.22093, 1.66477], [-8.01578, 3.16420, 2.27309], [-7.66180, 0.86527, 1.77077], [-5.68562, 2.30944, 2.63264], [-4.42186, 1.81721, 2.04287], [-5.43875, 3.71932, 3.08840], [-5.89732, 1.42372, 4.03585], [-4.89694, 1.95689, 5.02188], [-7.25938, 1.54111, 4.60311], [-5.42538, -0.15856, 3.76922], [-6.29593, -1.14607, 4.46441], [-4.01538, -0.32766, 4.19091], [-2.29045, -0.21849, -2.62134], [-0.80727, 0.46341, -2.75151], [-0.72838, 2.05673, -2.38505], [0.88453, 2.40957, -2.18133], [1.17224, 2.29706, -0.56699], [2.68874, 1.68663, -0.21394], [3.82422, 2.51624, -1.05540], [5.37380, 1.96629, -0.81497], [5.54225, 0.95867, 0.77862], [5.75247, 2.31267, 2.10948], [4.59082, 3.06034, 2.72474], [5.26444, 3.95279, 3.58742], [6.78588, 3.76631, 3.51617], [7.10885, 2.69681, 2.55583], [-2.09517, -1.72148, -2.58671], [3.62128, -5.13897, 1.17839], [2.87227, -3.40310, 1.29771], [3.06568, -4.46857, 2.92046], [-1.54537, -4.83858, 0.39508], [-0.49662, -3.40444, 1.18308], [0.23138, -2.65898, -1.24789], [-0.73707, -4.09120, -2.03329], [-3.04323, -2.99322, -0.97261], [-1.92212, -1.71812, 1.01901], [-0.96382, -0.62478, -0.17937], [-3.26927, 1.55824, -1.36277], [-4.86952, -1.20285, -1.65689], [-4.99888, 0.17005, -3.01280], [-5.80815, 0.12252, 0.17087], [-7.04860, 0.50150, -1.23385], [-7.81810, 2.53288, -0.44215], [-6.68944, 3.92451, 0.14539], [-5.47840, -0.44390, 2.61193], [-2.84621, 0.00711, -3.65431], [-0.01523, -0.20690, -2.16374], [-0.48677, 0.36507, -3.89648], [-1.21217, 2.77368, -3.17265], [-1.22837, 2.32160, -1.33379], [1.17631, 3.48655, -2.53299], [1.53932, 1.57975, -2.71881], [1.13830, 3.35742, -0.03965], [0.40916, 1.59748, -0.00590], [2.75550, 0.55403, -0.51380], [2.79609, 1.83625, 0.96556], [3.67043, 2.48819, -2.23668], [3.71991, 3.65712, -0.73727], [6.03715, 2.94084, -0.64431], [5.81723, 1.43627, -1.76239], [7.61978, 4.37982, 4.09288], [-1.21007, -1.98777, -3.08620], [-2.89389, -2.16529, -3.11901], [-8.70584, -0.95115, 7.17232], [-9.63134, 0.06594, 6.83559], [-9.22918, -1.74268, 7.71364], [-8.26883, -1.36410, 6.25989], [-7.92113, -0.53485, 7.80886], [-9.13839, 0.75381, 6.35665], [-7.28718, 5.10724, 5.90523], [-6.82013, 5.84529, 4.79097], [-7.70359, 5.79950, 6.64062], [-8.06488, 4.41090, 5.58220], [-6.45566, 4.55864, 6.35453], [-6.45660, 5.20484, 4.15596], [2.15662, 6.33270, -2.15015], [2.48975, 5.29809, -1.24294], [2.53207, 6.07013, -3.14188], [1.07061, 6.44603, -2.19224], [2.61887, 7.26761, -1.82376], [2.14404, 5.55904, -0.37234], [8.87861, 0.23469, -2.40851], [7.95310, 1.25178, -2.74524], [8.35526, -0.55684, -1.86719], [9.31561, -0.17826, -3.32094], [9.66331, 0.65099, -1.77197], [8.44606, 1.93965, -3.22418], [2.94685, -1.20716, -2.83837], [1.81824, -0.60293, -3.44299], [2.60788, -1.88824, -2.05437], [3.50655, -1.76953, -3.58972], [3.58228, -0.43506, -2.39752], [2.15015, -0.00456, -4.13388], [2.51439, -8.75049, 1.27730], [2.82144, -8.10925, 0.05299], [3.24557, -9.54204, 1.45692], [2.55994, -8.02359, 2.09190], [1.51436, -9.18744, 1.22007], [2.15625, -7.41244, -0.07941], [9.89387, 3.91463, 0.03230], [9.51620, 2.85031, 0.88612], [10.90383, 3.72958, -0.34073], [9.20083, 3.97023, -0.81070], [9.88064, 4.85362, 0.59122], [8.61658, 3.04223, 1.20139], [-6.38718, -4.16830, -1.73584], [-5.92013, -3.43025, -2.85009], [-6.80359, -3.47603, -1.00044], [-7.16488, -4.86463, -2.05886], [-5.55566, -4.71689, -1.28653], [-5.55660, -4.07069, -3.48510], [2.24624, -9.37974, -2.50764], [2.62066, -9.40119, -3.87284], [1.25097, -8.93811, -2.41912], [2.22552, -10.40058, -2.11843], [2.96138, -8.77722, -1.94215], [3.50718, -9.79796, -3.91989], [6.80589, 4.71737, -3.34100], [5.82762, 3.70179, -3.21456], [6.39512, 5.65562, -2.96102], [7.69037, 4.44712, -2.75902], [7.07243, 4.83880, -4.39383], [6.22053, 2.88191, -3.55949]]}